P:
15
Properties=species:S:1:pos:R:3 method="wB97M-V/def2-TZVPD" lumo_energy_ha=-0.12263 charge=+1 multiplicity=1 homo_lumo_gap_ev=10.519
C -0.495 1.538 -0.155
C 0.461 1.117 -0.968
N -1.179 0.421 0.558
H -0.768 2.560 0.047
H 1.133 1.716 -1.570
H 0.762 0.095 -1.205
H -1.457 0.660 1.507
H -1.948 0.088 -0.066
H -0.654 -0.451 0.677
H 5.642 -1.765 0.092
H 5.004 -1.450 1.332
O 4.880 -1.279 0.389
H -4.104 -0.688 -0.798
H -3.804 -1.681 0.273
O -3.471 -0.883 -0.112

=====

Q:
15
Properties=species:S:1:pos:R:3 method="wB97M-V/def2-TZVPD" lumo_energy_ha=-0.11486 charge=+1 multiplicity=1 homo_lumo_gap_ev=12.117
C -0.914 -0.222 -0.894
C -0.704 -1.020 -1.933
N 0.047 -0.112 0.247
H -1.883 0.277 -0.783
H -1.522 -1.165 -2.643
H 0.261 -1.489 -2.135
H 1.008 0.004 -0.123
H -0.325 0.773 0.575
H -0.128 -0.910 0.856
H -0.838 -2.199 2.772
H 0.567 -1.805 3.410
O 0.013 -1.778 2.617
H 1.109 3.244 -1.357
H 1.793 3.575 -0.030
O 1.514 2.827 -0.579

=====

Most stable to least stable, the ends of the list are Q and P.

=====

P:
7
Properties=species:S:1:pos:R:3 method="wB97M-V/def2-TZVPD" lumo_energy_ha="-0.10996 / -0.10996" charge=0 multiplicity=1 homo_lumo_gap_ev="6.701 / 6.704"
C 1.303 -0.168 -0.194
C 0.090 -0.732 -0.178
N 2.367 0.307 -0.175
S -2.055 1.089 -0.146
H -0.442 -0.694 0.785
H -0.142 -1.599 -0.769
H -1.123 1.797 0.677

=====

Q:
7
Properties=species:S:1:pos:R:3 method="wB97M-V/def2-TZVPD" lumo_energy_ha=0.01529 smiles=C#CSN charge=0 multiplicity=1 homo_lumo_gap_ev=8.879
C -1.428 -0.418 -2.068
C -0.938 -0.837 -0.864
S -0.260 -1.261 0.575
N 0.783 0.038 0.937
H -1.692 -0.118 -3.022
H 1.104 0.437 0.075
H 0.260 0.602 1.462

=====

R:
7
Properties=species:S:1:pos:R:3 method="wB97M-V/def2-TZVPD" lumo_energy_ha=-0.00675 charge=0 multiplicity=1 homo_lumo_gap_ev=8.450
C -1.634 -0.161 0.272
C 1.835 -0.343 -0.015
N -2.538 0.475 -0.097
S 3.110 0.685 0.049
H 1.070 -0.331 0.823
H 1.635 -1.027 -0.863
H -3.477 0.703 -0.170

=====

Most stable to least stable, the ends of the list are R and P.